Record 1
{
  "formula": "C5H7N",
  "method": "ωB97M-V/def2-TZVPD",
  "energy_ha": -249.14646,
  "homo_lumo_gap_ev": 7.9,
  "total_charge": 0,
  "e_above_lowest_ev": 8.892,
  "symbols": ["C", "C", "C", "C", "C", "N", "H", "H", "H", "H", "H", "H", "H"],
  "xyz": [[-1.964683, 1.143281, 0.839757], [-2.253455, -0.239146, 0.621286], [0.141537, -0.353852, -0.227397], [1.121458, 0.688839, 0.036392], [0.724423, -1.519841, -0.887265], [-2.026507, 0.413491, 1.875070], [-2.379542, 2.178690, 0.707958], [1.820936, 0.706514, 0.864997], [1.746678, 0.670254, -0.767908], [0.608920, 1.671169, 0.183717], [0.374688, -2.463122, -0.505024], [0.257609, -1.368078, -1.848507], [1.827939, -1.528200, -0.893076]],
  "atomic_forces_ev_per_a": [[-3.445, 1.016, -0.326], [0.967, 0.518, -0.153], [-0.043, -1.008, 0.762], [-2.216, 1.791, 1.882], [0.920, 0.479, 1.040], [0.587, -0.569, 0.749], [1.623, -0.644, -0.163], [-0.043, -0.987, 0.583], [1.951, 0.510, -2.634], [0.379, -0.396, -0.373], [-0.568, -0.325, 0.058], [0.045, -0.273, -0.937], [-0.157, -0.112, -0.488]]
}



Record 2
{
  "formula": "C5H9NO3",
  "method": "ωB97M-V/def2-TZVPD",
  "energy_ha": -476.30194,
  "smiles": "CC(=O)C(C)=O.[H]/N=C/O",
  "homo_lumo_gap_ev": 9.0,
  "total_charge": 0,
  "e_above_lowest_ev": 3.870,
  "symbols": ["C", "C", "O", "C", "C", "O", "H", "H", "H", "H", "H", "H", "H", "N", "C", "O", "H", "H"],
  "xyz": [[1.272215, -1.693147, -0.667878], [1.035990, -0.521662, 0.255846], [1.911324, -0.145205, 1.013737], [0.346891, 0.701066, -0.697436], [0.546503, 2.061487, -0.105613], [-0.353766, 0.419088, -1.635628], [1.750938, -2.516837, -0.143907], [1.967268, -1.390129, -1.451427], [0.373521, -1.947355, -1.223916], [1.167496, 2.061722, 0.786517], [1.068475, 2.696852, -0.821202], [-0.421044, 2.462367, 0.202085], [-1.200817, 0.994426, 2.001462], [-1.070455, 0.046439, 1.659244], [-1.843220, -0.207125, 0.647181], [-2.105878, -1.466954, 0.364352], [-2.575763, 0.473365, 0.195427], [-1.869677, -2.028399, -0.378844]],
  "atomic_forces_ev_per_a": [[-0.681, -0.956, 0.589], [3.354, 2.870, -3.394], [-1.552, -0.821, 0.358], [-0.888, -1.388, 2.443], [0.489, 0.435, -0.049], [0.731, 0.246, -0.096], [-0.312, -0.223, 0.000], [0.110, 0.502, 0.205], [-0.078, -0.420, 0.194], [0.050, -0.460, -0.016], [-0.403, 0.232, -0.154], [0.002, 0.160, -0.504], [0.193, 0.190, -0.362], [-1.730, -0.632, -1.712], [0.123, 1.119, 2.793], [-0.226, -2.070, 0.231], [0.539, 0.262, -0.119], [0.278, 0.952, -0.407]]
}



Record 3
{
  "formula": "C39H49Br2InNP2Se4",
  "method": "ωB97M-V/def2-TZVPD",
  "energy_ha": -17197.00239,
  "homo_lumo_gap_ev": 6.2,
  "total_charge": -1,
  "symbols": ["In", "C", "C", "C", "P", "C", "C", "C", "C", "C", "C", "C", "C", "C", "N", "C", "C", "C", "C", "C", "C", "P", "C", "C", "C", "C", "C", "C", "H", "H", "H", "H", "H", "H", "H", "H", "H", "H", "H", "H", "H", "H", "H", "H", "H", "H", "H", "H", "H", "H", "H", "H", "H", "H", "H", "H", "H", "H", "H", "H", "H", "H", "H", "H", "Se", "Se", "Se", "Se", "Br", "C", "Br", "H", "H", "C", "C", "C", "C", "C", "C", "C", "C", "C", "C", "C", "C", "C", "C", "H", "H", "H", "H", "H", "H", "H", "H", "H", "H", "H"],
  "xyz": [[-0.746774, 1.026697, -0.216285], [0.325430, -0.327828, 5.400606], [-0.399343, 0.627240, 4.455126], [-1.124922, 1.688015, 5.284964], [-1.490488, -0.135821, 3.116159], [-2.975029, -0.662503, 4.140999], [-3.738602, -1.933468, 3.751914], [-3.962475, 0.513662, 4.125663], [-0.553944, -1.668484, 2.766418], [-0.656064, -2.719875, 3.682900], [0.105458, -3.869109, 3.627193], [1.067858, -3.939786, 2.627641], [1.195476, -2.933245, 1.699436], [0.357889, -1.781598, 1.668533], [0.514821, -0.831700, 0.686472], [1.388046, -1.120549, -0.373832], [1.335856, -2.296671, -1.130567], [2.139990, -2.476675, -2.240575], [3.025865, -1.483332, -2.635410], [3.083107, -0.304905, -1.909767], [2.281246, -0.108281, -0.788909], [1.963101, 1.487083, 0.016535], [3.056720, 2.805432, -0.675065], [4.566541, 2.585020, -0.567362], [2.640694, 3.215036, -2.088414], [2.462953, 1.280206, 1.788989], [3.600783, 0.294462, 2.036288], [2.695015, 2.627752, 2.470408], [0.913211, 0.254795, 6.116588], [1.001830, -0.998976, 4.875403], [-0.372716, -0.936053, 5.981825], [0.361633, 1.145776, 3.864561], [-1.830155, 1.225851, 5.980274], [-1.661339, 2.407395, 4.670200], [-0.395827, 2.238821, 5.884768], [-2.612078, -0.788633, 5.167334], [-4.486557, -1.707230, 2.990767], [-4.270630, -2.319664, 4.625280], [-3.111593, -2.730728, 3.359225], [-3.493249, 1.471869, 4.336090], [-4.756814, 0.352137, 4.860530], [-4.419945, 0.599144, 3.137693], [-1.350894, -2.609116, 4.505794], [-0.015119, -4.656216, 4.359281], [1.740029, -4.789118, 2.572620], [1.981035, -3.023479, 0.964482], [0.632960, -3.069271, -0.844715], [2.058959, -3.391661, -2.815343], [3.643108, -1.612303, -3.514704], [3.741307, 0.483910, -2.246655], [2.787200, 3.648698, -0.028052], [4.895145, 1.693355, -1.101454], [4.896713, 2.489346, 0.465711], [5.088397, 3.441476, -1.003365], [2.879969, 2.445402, -2.825300], [3.179008, 4.122776, -2.373081], [1.571817, 3.434185, -2.142806], [1.558748, 0.839181, 2.212893], [4.541010, 0.622559, 1.591238], [3.363987, -0.690400, 1.633403], [3.758997, 0.187638, 3.113320], [3.624015, 3.098554, 2.143400], [2.766779, 2.480122, 3.551336], [1.871120, 3.317427, 2.284193], [-1.202390, 2.698095, 1.700476], [-0.265368, 4.663800, 0.884500], [-1.792499, 5.196047, -0.807578], [-1.557112, 3.232755, -2.035017], [-4.396785, 0.984219, -0.342660], [-4.424835, -0.932668, -0.474539], [-2.893456, -1.701414, 0.402031], [-4.379093, -1.208125, -1.521551], [-5.313683, -1.308081, 0.016996], [0.927147, 0.271852, -7.236612], [0.416581, -0.809562, -6.532109], [0.140439, -0.702420, -5.177376], [0.369680, 0.493471, -4.496853], [0.897875, 1.569286, -5.214395], [1.167984, 1.465106, -6.569266], [0.134839, 0.689627, -3.049314], [-0.823599, 0.188316, -2.266707], [-1.908287, -0.619851, -2.867863], [-1.960328, -2.011181, -2.779482], [-2.949296, -2.731811, -3.432064], [-3.915091, -2.074462, -4.185776], [-3.880536, -0.688440, -4.273831], [-2.890943, 0.031400, -3.619723], [1.138239, 0.184432, -8.294950], [0.233637, -1.748994, -7.039724], [-0.241713, -1.560356, -4.641797], [1.069784, 2.504876, -4.694761], [1.564682, 2.318364, -7.105356], [0.835490, 1.396783, -2.619875], [-1.203990, -2.527928, -2.204972], [-2.964809, -3.812179, -3.353223], [-4.685920, -2.637068, -4.697491], [-4.626120, -0.161197, -4.856538], [-2.859839, 1.112937, -3.685391]],
  "atomic_forces_ev_per_a": [[0.298, 0.437, -0.216], [-0.013, 0.001, 0.004], [0.073, -0.044, 0.058], [0.029, -0.009, -0.021], [-0.003, 0.068, -0.161], [0.053, 0.064, 0.135], [-0.039, -0.011, -0.117], [-0.016, 0.005, 0.000], [-0.015, -0.034, -0.047], [0.028, 0.022, 0.084], [-0.016, 0.024, -0.003], [0.035, -0.034, -0.014], [0.069, -0.035, 0.070], [0.068, -0.038, 0.082], [-0.115, -0.027, 0.093], [0.030, 0.154, -0.088], [-0.036, -0.007, -0.113], [-0.034, -0.019, 0.023], [0.019, 0.041, 0.017], [0.019, 0.028, -0.063], [-0.041, -0.076, 0.080], [-0.062, -0.083, -0.099], [0.025, 0.034, 0.001], [0.011, -0.008, -0.005], [-0.009, 0.021, -0.022], [-0.052, 0.002, 0.043], [-0.016, -0.015, -0.003], [-0.003, -0.038, 0.025], [0.013, 0.008, 0.002], [-0.006, -0.051, -0.027], [-0.021, -0.023, -0.011], [-0.057, 0.052, -0.046], [-0.030, 0.006, -0.007], [0.033, 0.057, -0.058], [0.005, 0.004, -0.007], [0.020, -0.021, 0.003], [0.027, -0.001, -0.026], [-0.028, 0.006, 0.008], [-0.017, 0.020, 0.023], [-0.024, -0.030, 0.030], [-0.022, -0.009, -0.011], [0.010, -0.011, -0.021], [0.040, -0.015, 0.008], [0.000, -0.008, 0.010], [0.006, 0.000, -0.001], [-0.009, -0.017, 0.071], [-0.018, 0.010, 0.000], [0.001, -0.007, -0.007], [0.010, 0.002, -0.008], [-0.008, -0.013, -0.015], [0.001, -0.034, 0.012], [0.005, 0.015, 0.016], [-0.010, -0.013, 0.017], [0.002, 0.004, 0.003], [-0.019, -0.001, -0.009], [0.025, -0.009, -0.006], [-0.034, -0.026, 0.016], [-0.011, 0.035, 0.019], [0.021, 0.022, -0.022], [-0.008, -0.001, 0.005], [0.001, -0.003, 0.004], [0.005, 0.014, -0.009], [-0.003, -0.010, 0.001], [0.002, 0.006, 0.005], [-0.166, -0.186, 0.421], [0.029, 0.013, -0.088], [-0.029, 0.025, 0.007], [0.137, 0.016, -0.129], [-0.001, 0.016, -0.023], [0.028, 0.002, -0.005], [-0.018, -0.174, 0.014], [-0.003, 0.019, -0.032], [0.006, 0.013, -0.025], [-0.003, 0.005, 0.010], [0.000, -0.008, -0.013], [0.026, -0.038, 0.016], [-0.015, 0.027, -0.036], [-0.021, 0.016, -0.005], [0.001, -0.005, -0.008], [0.062, 0.049, -0.021], [-0.165, -0.195, 0.098], [-0.008, 0.030, -0.059], [-0.022, 0.007, 0.072], [-0.031, 0.003, 0.001], [0.007, 0.006, 0.028], [-0.007, 0.005, 0.028], [-0.029, -0.011, 0.044], [0.003, -0.001, -0.013], [-0.002, -0.005, -0.006], [0.010, 0.021, -0.005], [0.004, 0.007, 0.007], [0.003, 0.008, -0.008], [0.010, -0.015, 0.019], [0.025, -0.012, 0.023], [0.003, -0.012, -0.003], [-0.005, -0.006, -0.006], [-0.004, -0.004, -0.004], [-0.016, 0.001, 0.001]]
}



Record 4
{
  "formula": "C3H2N2O2",
  "method": "ωB97M-V/def2-TZVPD",
  "energy_ha": -375.44399,
  "smiles": "O=C1C=NNC1=O",
  "homo_lumo_gap_ev": 8.2,
  "total_charge": 0,
  "e_above_lowest_ev": 1.838,
  "symbols": ["O", "C", "C", "N", "N", "C", "O", "H", "H"],
  "xyz": [[-2.485164, -1.729077, -0.077301], [-1.588783, -0.993978, 0.017354], [-0.115081, -1.104762, 0.014178], [0.490935, 0.046294, 0.002882], [-0.337711, 1.102423, -0.051253], [-1.700940, 0.838364, 0.001920], [-2.606099, 1.640194, 0.071911], [0.502214, -2.062673, 0.099207], [0.084943, 1.955177, 0.290843]],
  "atomic_forces_ev_per_a": [[-1.218, -1.265, 0.107], [1.147, 3.823, -0.572], [1.193, -0.516, 0.317], [-0.123, -1.889, 0.222], [-0.699, 0.783, 0.166], [-0.332, -1.159, 0.543], [1.328, -1.465, -0.194], [-1.067, 1.567, -0.244], [-0.229, 0.121, -0.345]]
}



Record 5
{
  "formula": "C12H24NO",
  "method": "ωB97M-V/def2-TZVPD",
  "energy_ha": -601.31968,
  "smiles": "CCC1=[N+](CC)CC(CC)(CC)[C@H]1O",
  "homo_lumo_gap_ev": 10.8,
  "total_charge": 1,
  "e_above_lowest_ev": 0.373,
  "symbols": ["C", "C", "C", "N", "C", "C", "C", "C", "C", "C", "C", "C", "C", "O", "H", "H", "H", "H", "H", "H", "H", "H", "H", "H", "H", "H", "H", "H", "H", "H", "H", "H", "H", "H", "H", "H", "H", "H"],
  "xyz": [[-3.205608, -1.534568, -0.303624], [-2.263594, -0.995498, -1.443035], [-1.121758, -0.295026, -0.861892], [-1.084117, 0.917471, -0.377259], [-2.260574, 1.815991, -0.162474], [-2.803895, 1.671934, 1.218075], [0.240507, 1.336445, 0.058102], [1.208124, 0.069573, -0.121048], [2.360288, 0.175610, -1.160840], [3.686193, 0.844641, -0.699465], [1.662519, -0.231960, 1.227696], [2.768780, -1.370245, 1.187817], [0.202098, -0.975215, -0.655058], [-0.316160, -1.904749, 0.311259], [-4.253169, -1.319136, -0.472786], [-2.964318, -0.948118, 0.619386], [-3.109692, -2.619672, -0.043082], [-2.773414, -0.214978, -2.208806], [-1.948552, -1.813600, -2.113129], [-1.885331, 2.875288, -0.333506], [-3.057146, 1.419071, -0.824626], [-2.394518, 2.340610, 1.974680], [-3.906635, 1.717894, 1.450801], [-2.588345, 0.629942, 1.517483], [0.104405, 1.648880, 1.137250], [0.505395, 2.287867, -0.322327], [2.534208, -0.861151, -1.448749], [2.074231, 0.738661, -2.037797], [4.506062, 0.516364, -1.255385], [3.783205, 0.743802, 0.301872], [3.589743, 1.911964, -0.903309], [2.025665, 0.678197, 1.750539], [0.921774, -0.570585, 2.051811], [2.316260, -2.119578, 0.561602], [2.795711, -1.686883, 2.231305], [3.735721, -0.954652, 0.834127], [0.627823, -1.420256, -1.496386], [0.288131, -2.504348, 0.810795]],
  "atomic_forces_ev_per_a": [[0.268, 0.474, 1.009], [-2.055, 0.740, -1.735], [1.103, 1.604, -0.122], [-0.569, -0.893, -0.869], [-0.015, 0.516, -1.074], [-0.860, -1.191, 2.563], [0.058, -0.574, 2.185], [-2.256, 2.167, -0.963], [0.558, 0.237, 0.572], [-2.819, 1.408, -2.201], [1.781, -1.343, 3.664], [-1.009, 2.004, 1.101], [-0.616, 0.086, 2.368], [0.330, -0.843, 0.349], [-0.160, -0.065, -0.447], [-0.227, -0.879, -0.684], [0.264, 1.058, -0.574], [0.712, -1.707, 1.938], [0.178, 0.352, 0.522], [-0.818, -1.392, -0.388], [0.688, 0.912, -0.218], [0.438, -0.041, -0.190], [0.892, 0.304, -1.285], [0.118, 0.573, 0.343], [0.306, -0.856, -0.713], [0.445, 0.727, -1.425], [0.282, 0.086, -0.218], [-0.606, -0.185, -0.390], [1.315, -0.784, -0.684], [0.865, -0.230, 2.936], [0.127, 0.118, 0.073], [0.362, -0.362, -0.621], [0.367, 0.436, -1.991], [0.592, -0.733, -0.287], [0.631, -0.487, -0.278], [-0.740, -1.041, 0.281], [0.217, -1.137, -1.557], [-0.146, 0.941, -0.992]]
}



Record 6
{
  "formula": "C4H10N",
  "method": "ωB97M-V/def2-TZVPD",
  "energy_ha": -212.86773,
  "smiles": "C=CCC[NH3+]",
  "homo_lumo_gap_ev": 9.8,
  "total_charge": 1,
  "e_above_lowest_ev": 1.432,
  "symbols": ["C", "C", "C", "C", "N", "H", "H", "H", "H", "H", "H", "H", "H", "H", "H"],
  "xyz": [[1.569613, -1.352235, -0.396910], [0.242308, -1.499644, -0.255148], [-0.606237, -0.297432, -0.614410], [-0.866168, 0.546547, 0.618426], [-0.271785, 1.932441, 0.519883], [2.282665, -2.073521, -0.039889], [1.997704, -0.575852, -0.998604], [-0.142645, -2.377182, 0.242702], [-1.463452, -0.633563, -1.238964], [-0.054609, 0.252248, -1.407177], [-1.963689, 0.629725, 0.692116], [-0.476479, 0.103231, 1.535587], [0.566797, 1.927187, -0.064833], [-0.938953, 2.596922, 0.122238], [0.065020, 2.260033, 1.443569]],
  "atomic_forces_ev_per_a": [[-0.840, -1.008, -0.025], [1.905, 1.089, -0.032], [0.468, -1.188, -1.881], [-1.627, -0.295, -0.135], [0.436, 0.065, 0.499], [0.028, -0.345, 0.061], [0.078, 0.635, -0.035], [-0.373, 0.085, 0.083], [-0.201, 0.468, 1.151], [0.065, 0.054, 0.660], [0.523, 0.472, 0.478], [0.001, -0.020, -0.266], [-0.055, -0.103, -0.212], [0.156, 0.078, 0.117], [-0.564, 0.013, -0.465]]
}